*P*
A 20-piece molecular cluster, C40H120O40 overall. Source: the Open Molecules 2025 dataset; level of theory: ωB97M-V/def2-TZVPD.

## Properties
orbital gap	9.85	eV
LUMO energy	0.09	eV
HOMO	-9.759	eV

The geometry in ORCA input format:
```
! wB97M-V def2-TZVPD RIJCOSX def2/J DEFGRID3
* xyz 0 1
O 17.32 14.52 16.30
O 9.85 14.92 22.18
O 13.38 21.26 20.11
O 11.80 20.39 17.36
O 16.25 14.60 13.65
O 16.63 18.18 13.04
O 15.08 22.75 23.10
O 14.76 16.64 11.77
O 10.09 15.74 16.14
O 12.18 13.09 21.27
O 13.75 15.49 22.02
O 14.30 12.56 14.92
O 18.81 18.48 18.37
O 10.18 10.94 18.20
O 10.06 24.37 17.80
O 9.82 20.34 11.88
O 14.64 25.07 15.35
O 7.88 16.63 21.37
O 15.35 16.57 18.65
O 11.13 17.67 17.80
O 10.90 18.53 22.83
O 17.66 18.63 15.47
O 12.28 16.02 10.72
O 16.30 19.10 19.51
O 15.65 23.02 19.46
O 7.00 16.60 18.71
O 9.09 19.62 14.86
O 10.19 21.45 23.53
O 7.69 17.38 15.81
O 10.81 20.63 20.60
O 12.76 16.99 19.79
O 11.68 19.28 14.09
O 9.49 13.50 17.89
O 15.64 20.58 21.59
O 18.20 15.79 18.85
O 8.09 22.51 19.05
O 10.32 22.03 15.73
O 13.15 26.12 17.60
O 12.41 23.38 15.81
O 14.54 15.07 16.22
C 15.85 15.49 19.54
C 13.11 17.62 21.01
C 11.01 20.62 24.29
C 11.89 20.10 12.95
C 11.77 26.00 17.12
C 8.88 21.90 15.57
C 14.17 24.10 14.37
C 17.25 15.75 19.97
C 13.64 16.34 12.64
C 13.31 22.58 19.48
C 8.63 17.32 20.46
C 9.46 11.23 17.01
C 13.16 13.26 15.40
C 11.07 25.23 18.20
C 9.59 12.71 16.64
C 14.51 22.76 18.63
C 13.53 14.14 16.66
C 14.43 21.56 23.37
C 9.03 21.45 19.28
C 7.64 17.71 19.33
C 8.36 20.49 15.72
C 10.58 19.14 24.08
C 12.16 17.96 16.86
C 12.84 16.61 22.15
C 18.62 19.69 19.08
C 16.57 19.47 15.00
C 13.53 22.87 15.09
C 11.08 19.75 11.67
C 9.74 21.58 20.54
C 12.80 19.36 17.09
C 15.28 20.38 22.98
C 8.05 16.32 14.91
C 11.31 13.85 20.45
C 17.61 14.38 13.99
C 15.76 18.67 14.02
C 9.95 14.03 21.07
C 17.97 15.13 15.21
C 17.14 20.17 19.02
C 9.58 16.26 14.91
C 12.67 15.42 11.96
H 14.81 21.86 17.97
H 12.69 14.81 17.12
H 18.86 19.45 20.11
H 12.92 17.12 23.10
H 15.98 19.59 15.95
H 11.70 18.04 15.87
H 10.83 20.89 25.35
H 14.06 25.08 16.09
H 8.41 22.43 16.38
H 6.73 15.99 19.41
H 12.96 20.02 12.68
H 13.41 24.58 13.67
H 8.44 20.21 16.76
H 17.69 13.33 14.17
H 17.75 16.17 15.11
H 15.09 23.80 13.80
H 11.61 20.31 10.86
H 13.03 17.25 12.76
H 7.35 20.54 15.48
H 14.33 21.09 20.43
H 13.14 22.19 14.33
H 15.20 15.53 20.42
H 13.02 13.60 21.39
H 18.58 16.65 18.75
H 9.10 21.36 21.41
H 17.59 14.97 20.66
H 13.39 19.57 16.19
H 10.58 25.93 18.93
H 8.54 23.31 18.88
H 12.08 20.78 24.02
H 13.29 23.41 20.17
H 8.46 20.56 19.16
H 14.49 17.05 10.94
H 8.67 12.86 16.04
H 13.52 19.38 17.96
H 10.37 16.51 16.68
H 10.39 22.37 23.72
H 10.86 19.12 22.01
H 16.85 20.41 18.02
H 11.96 24.74 18.75
H 15.26 17.90 14.64
H 7.73 16.96 16.71
H 9.35 20.01 12.63
H 14.42 23.60 17.92
H 13.46 26.97 17.29
H 11.59 23.06 15.37
H 18.26 14.62 13.15
H 9.93 15.57 14.10
H 8.40 10.90 17.14
H 11.16 13.41 19.46
H 9.80 21.50 18.47
H 15.67 19.69 21.13
H 16.23 15.38 13.07
H 6.95 18.43 19.82
H 11.73 15.44 12.58
H 9.43 16.79 20.02
H 12.73 15.67 9.96
H 9.55 19.09 24.17
H 15.93 23.89 19.22
H 10.12 17.19 14.70
H 12.46 12.48 15.58
H 10.14 22.60 20.58
H 19.30 20.48 18.71
H 14.98 19.36 13.63
H 15.01 13.17 14.70
H 17.32 16.74 20.47
H 16.98 21.03 19.66
H 15.26 14.47 15.94
H 9.93 11.60 18.84
H 12.69 13.94 14.70
H 16.03 17.76 12.38
H 9.28 14.53 20.35
H 10.74 21.24 16.08
H 14.76 19.46 23.25
H 7.54 15.33 15.11
H 10.45 13.10 16.14
H 7.68 16.73 13.96
H 13.60 16.90 19.24
H 14.01 13.51 17.39
H 16.33 18.38 18.83
H 18.55 18.59 17.45
H 10.86 19.50 14.51
H 15.70 14.59 18.93
H 11.71 21.16 13.25
H 9.09 18.24 20.76
H 10.21 14.55 23.02
H 14.28 22.44 15.70
H 9.82 10.57 16.24
H 14.12 21.45 24.45
H 12.60 18.58 21.06
H 8.70 18.78 15.12
H 11.03 18.66 11.52
H 12.93 14.40 11.83
H 11.73 25.43 16.23
H 11.31 27.00 17.05
H 16.88 20.45 14.59
H 10.47 23.87 17.04
H 11.70 20.97 20.39
H 13.74 15.12 22.88
H 11.14 18.56 24.86
H 19.05 15.03 15.43
H 14.15 17.81 21.10
H 15.27 16.19 17.76
H 12.38 22.57 18.90
H 17.84 17.98 14.79
H 13.99 15.93 13.64
H 17.60 14.99 17.09
H 9.60 14.47 17.68
H 9.51 13.08 21.35
H 11.59 17.48 18.70
H 13.50 21.54 22.77
H 8.39 15.99 21.87
H 15.58 22.63 22.28
H 11.79 16.34 22.04
H 8.23 18.23 18.54
H 16.16 20.30 23.59
H 11.70 14.86 20.23
H 11.32 20.11 18.16
H 12.90 17.18 16.87
H 8.55 22.30 14.62
*
```

These are the Löwdin partial charges, in e, on atoms 1 to 8: number 1, O, carries -0.05; number 2, O, carries -0.10; number 3, O, carries -0.12; number 4, O, carries -0.09; number 5, O, carries -0.07; number 6, O, carries -0.06; number 7, O, carries -0.04; number 8, O, carries -0.09

*Q*
A 20-piece molecular cluster, C40H120O40 overall. Source: the Open Molecules 2025 dataset; level of theory: ωB97M-V/def2-TZVPD.

## Properties
orbital gap	9.91	eV
LUMO energy	0.23	eV
HOMO	-9.684	eV

The geometry in ORCA input format:
```
! wB97M-V def2-TZVPD RIJCOSX def2/J DEFGRID3
* xyz 0 1
O 4.92 -1.11 3.44
O 4.76 3.05 -2.18
O 2.61 -4.31 0.02
O -6.27 -4.04 -5.34
O 0.82 -0.91 7.08
O -1.69 0.33 6.33
O -1.65 -2.23 -6.26
O -1.61 -4.06 3.09
O 2.96 -0.59 -0.84
O -5.10 -0.06 3.61
O -1.60 -2.44 -2.33
O -1.56 -2.50 5.56
O 0.16 3.42 1.86
O -1.40 1.62 3.86
O 1.67 -4.53 3.67
O 0.41 -4.69 -1.60
O -4.20 1.47 5.65
O -3.74 1.98 -1.93
O 0.51 4.40 -3.28
O -3.09 -1.51 2.90
O 7.09 -1.49 1.82
O 1.40 4.71 -0.41
O -1.54 0.77 -6.52
O 2.08 2.25 -2.42
O 0.63 1.77 -0.15
O 0.95 -0.97 -5.15
O -1.33 6.09 -2.68
O 3.03 -1.71 -3.51
O 4.04 0.71 -4.10
O -2.35 0.18 -3.69
O -3.44 -3.44 -4.56
O -0.71 -0.14 1.77
O -1.24 3.92 -0.85
O 1.74 2.00 3.93
O 1.46 1.53 -6.55
O 0.07 -3.97 7.17
O 2.93 0.09 1.97
O -4.62 2.98 2.99
O 0.59 -1.24 4.19
O 1.58 6.77 -2.77
C 3.09 1.68 3.69
C -2.42 -0.07 -7.31
C -0.41 0.86 -0.43
C 2.31 0.39 -6.71
C -2.17 -3.47 6.37
C -4.03 0.59 -1.94
C -1.73 -1.45 -7.49
C -2.40 1.29 7.14
C 0.23 -4.08 -2.88
C 1.88 -0.62 6.11
C -5.19 -4.99 -5.24
C -1.30 3.06 3.86
C -3.25 -2.63 2.01
C 1.94 7.00 -1.41
C 2.38 -4.82 1.36
C 1.76 -0.98 -6.38
C -1.14 3.62 2.42
C -1.22 -3.53 7.54
C 5.04 2.85 -3.57
C 3.28 -2.43 -2.28
C -4.57 1.87 2.03
C 0.81 3.28 -4.19
C 6.93 -2.36 2.90
C -2.46 5.83 -1.84
C -3.84 1.21 6.93
C 5.42 -2.44 3.22
C 0.96 2.07 -3.30
C -1.93 5.12 -0.57
C -4.16 -4.61 -4.21
C -0.25 -2.60 -2.80
C -5.45 0.67 2.42
C -2.03 -3.50 1.90
C 2.43 5.76 -0.64
C -0.45 -0.37 0.40
C 1.81 -1.43 4.88
C 1.60 -3.97 2.31
C -3.73 0.02 -3.32
C 5.31 1.46 -4.03
C 3.44 1.37 2.29
C 3.94 -1.58 -1.25
H 7.47 -2.13 3.85
H 0.57 -0.79 0.35
H -1.17 -3.00 1.34
H -4.80 -5.02 -6.23
H 3.66 2.58 3.98
H 0.26 2.47 0.38
H -3.47 1.49 1.93
H 5.33 -3.01 4.20
H 2.87 6.08 0.35
H -4.33 -0.58 3.39
H -4.75 -4.48 -3.23
H 1.82 0.45 5.93
H -0.37 0.43 -1.43
H -1.94 -0.45 -3.10
H -1.79 -1.63 5.89
H -0.41 4.19 -1.23
H 0.54 1.43 -6.84
H -0.03 3.15 -4.85
H 0.42 -2.17 -2.13
H -0.88 5.25 -2.87
H 2.09 -2.98 2.46
H -1.25 4.69 2.52
H 0.57 -3.82 1.94
H 1.07 1.21 -3.91
H -3.40 -0.19 -6.84
H 1.71 2.28 -1.52
H 4.02 -2.13 -0.36
H -0.50 3.49 4.50
H 0.03 1.88 -2.79
H 2.57 -1.66 -6.34
H -3.12 -3.16 6.72
H -5.49 -0.13 1.70
H -2.94 -3.54 -5.39
H 0.57 6.90 -2.92
H 3.00 -0.10 1.02
H -1.15 -1.11 -0.06
H -2.80 2.09 -1.79
H 5.89 3.55 -3.73
H -1.06 -2.53 7.95
H -0.24 -2.19 -3.77
H 0.62 -3.23 6.87
H 3.37 -4.91 1.88
H -0.80 -1.30 -7.93
H -1.81 0.56 5.38
H 1.95 -5.85 1.30
H 0.75 -4.74 3.88
H 3.43 0.83 4.33
H -2.32 -4.35 5.75
H 3.05 2.06 1.58
H -2.59 0.45 -8.29
H 4.19 -0.89 2.89
H -3.56 -2.11 1.07
H -1.67 0.48 -5.57
H -2.20 -2.84 -2.96
H -4.24 0.24 7.31
H 1.25 1.19 4.09
H 5.76 1.43 -5.02
H 2.91 0.30 -1.31
H -4.60 0.77 5.19
H 1.76 -4.51 -0.53
H 1.40 4.51 0.56
H 3.11 0.70 -6.05
H 1.19 5.07 -3.29
H 4.19 3.18 -4.21
H -4.27 1.91 7.69
H -3.48 -5.50 -4.01
H -6.53 0.87 2.51
H 0.06 -0.35 6.90
H 4.53 1.45 2.06
H -3.02 6.71 -1.66
H 0.76 3.02 2.49
H 3.75 -1.11 -3.83
H -1.42 1.25 -0.42
H 7.28 -3.34 2.57
H -1.23 5.86 -0.02
H -3.17 5.16 -2.28
H -0.08 -4.14 -0.99
H 4.86 -2.94 2.45
H -2.25 3.53 4.14
H -2.15 2.30 7.03
H 2.67 0.38 -7.75
H 4.85 -1.08 -1.60
H 3.92 -3.32 -2.54
H -1.57 -4.19 8.37
H -2.39 -0.98 2.46
H -2.35 -2.05 -8.10
H -4.78 2.13 1.02
H -0.91 -1.88 -5.73
H 0.02 -0.63 2.30
H 1.74 3.54 -4.73
H -4.38 2.48 3.86
H 1.05 -1.32 -7.17
H 1.91 -2.53 5.07
H 2.86 -0.80 6.52
H -4.03 -1.03 -3.40
H 2.36 -2.75 -1.83
H -0.03 -1.97 4.50
H -3.31 0.07 -1.25
H 1.13 7.52 -0.85
H -5.14 0.60 -1.71
H 7.08 -0.56 2.10
H -4.09 -3.28 2.32
H -2.73 4.95 0.19
H -0.87 1.27 3.16
H 1.60 -1.08 -4.38
H -0.52 -4.58 -3.54
H -2.44 -4.27 1.24
H 3.36 1.10 -3.54
H -4.19 0.56 -4.15
H -1.89 3.20 1.74
H 1.18 -4.22 -3.37
H -2.27 1.01 8.17
H 3.78 3.01 -2.11
H 5.94 0.93 -3.30
H -6.15 -3.44 -4.60
H 3.27 5.27 -1.24
H -5.64 -5.95 -5.15
H 2.81 7.70 -1.47
H 2.68 -1.14 4.28
H -1.62 -3.37 3.77
*
```

These are the Löwdin partial charges, in e, on atoms 1 to 8: number 1, O, carries -0.09; number 2, O, carries -0.08; number 3, O, carries -0.11; number 4, O, carries -0.06; number 5, O, carries -0.06; number 6, O, carries -0.09; number 7, O, carries -0.08; number 8, O, carries -0.04

Winner for stability: *Q*

*P*
A 2-piece molecular cluster, C4H12O2S2 overall. Source: the Open Molecules 2025 dataset; level of theory: ωB97M-V/def2-TZVPD.

## Properties
orbital gap	9.00	eV
LUMO energy	0.46	eV
SMILES	CSSCCCO.O
HOMO	-8.536	eV

The geometry in ORCA input format:
```
! wB97M-V def2-TZVPD RIJCOSX def2/J DEFGRID3
* xyz 0 1
S -0.78 -0.20 2.35
S -2.32 -0.38 1.09
O 1.52 -1.90 -2.75
O 1.05 2.73 -0.98
C 0.62 1.38 -0.84
C -2.51 -2.13 0.68
C 1.23 0.69 0.38
C 0.32 0.99 1.59
H 2.19 1.25 0.54
H 1.45 3.21 -0.32
H -3.05 -2.52 1.65
H -0.29 2.00 1.32
H -3.00 -2.31 -0.32
H 1.38 -0.31 0.34
H 0.64 -2.43 -2.77
H -1.51 -2.63 0.57
H -0.40 1.39 -0.89
H 1.07 1.10 -1.86
H 1.31 -1.16 -2.19
H 1.07 1.23 2.42
*
```

These are the Löwdin partial charges, in e, on atoms 1 to 8: number 1, S, carries 0.47; number 2, S, carries 0.39; number 3, O, carries -0.08; number 4, O, carries -0.06; number 5, C, carries -0.26; number 6, C, carries -0.50; number 7, C, carries -0.21; number 8, C, carries -0.60

*Q*
A 2-piece molecular cluster, C4H12O2S2 overall. Source: the Open Molecules 2025 dataset; level of theory: ωB97M-V/def2-TZVPD.

## Properties
orbital gap	8.92	eV
LUMO energy	0.48	eV
SMILES	CSSCCCO.O
HOMO	-8.438	eV

The geometry in ORCA input format:
```
! wB97M-V def2-TZVPD RIJCOSX def2/J DEFGRID3
* xyz 0 1
S 0.16 1.49 0.70
S 1.11 2.13 2.36
O -0.98 -2.79 1.56
O -2.62 0.33 -5.13
C -0.50 -2.59 0.25
C -0.44 -1.06 -0.15
C 0.37 -0.33 0.91
C 2.55 3.05 1.75
H 0.18 -1.08 -1.05
H -1.06 -3.08 -0.55
H 0.54 -2.93 0.37
H -2.89 0.28 -4.19
H -1.44 -0.73 -0.41
H 3.27 2.47 1.15
H 0.02 -0.55 1.90
H 1.43 -0.53 0.73
H 2.25 3.82 1.05
H -3.22 0.87 -5.62
H 3.01 3.44 2.65
H -1.76 -2.22 1.71
*
```

These are the Löwdin partial charges, in e, on atoms 1 to 8: number 1, S, carries 0.46; number 2, S, carries 0.42; number 3, O, carries -0.08; number 4, O, carries -0.07; number 5, C, carries -0.27; number 6, C, carries -0.26; number 7, C, carries -0.55; number 8, C, carries -0.47

Winner for stability: *Q*

*P*
An isolated ion of composition C3H7NOS and charge -2. Source: the Open Molecules 2025 dataset; level of theory: ωB97M-V/def2-TZVPD.

## Properties
orbital gap	5.43	eV
LUMO energy	6.34	eV
SMILES	[O-]CNCC[S-]
HOMO	0.919	eV

The geometry in ORCA input format:
```
! wB97M-V def2-TZVPD RIJCOSX def2/J DEFGRID3
* xyz -2 1
S 0.84 -0.33 2.25
O -0.52 -0.52 -2.91
N 0.14 0.73 -0.92
C -0.68 0.11 1.32
C 0.34 0.38 -2.40
C -0.75 -0.15 -0.20
H 1.01 0.68 -0.39
H -0.78 1.20 1.42
H 1.41 0.08 -2.50
H -0.53 -1.21 -0.37
H -1.77 0.10 -0.48
H 0.18 1.36 -2.91
H -1.59 -0.35 1.72
*
```

These are the Löwdin partial charges, in e, on atoms 1 to 8: number 1, S, carries -0.05; number 2, O, carries -0.39; number 3, N, carries -0.10; number 4, C, carries -0.81; number 5, C, carries -0.58; number 6, C, carries -0.40; number 7, H, carries 0.03; number 8, H, carries 0.01

*Q*
An isolated ion of composition C3H7NOS and charge -2. Source: the Open Molecules 2025 dataset; level of theory: ωB97M-V/def2-TZVPD.

## Properties
orbital gap	5.58	eV
LUMO energy	6.21	eV
SMILES	[O-]CNCC[S-]
HOMO	0.628	eV

The geometry in ORCA input format:
```
! wB97M-V def2-TZVPD RIJCOSX def2/J DEFGRID3
* xyz -2 1
S 3.01 1.40 0.33
O -1.86 -2.13 0.27
N -0.97 0.12 -0.24
C 1.13 1.50 0.56
C 0.50 0.12 0.18
C -1.30 -1.23 -0.70
H 0.73 2.24 -0.14
H -1.89 -1.19 -1.68
H 0.70 -0.68 0.91
H -1.39 0.28 0.65
H 0.90 -0.31 -0.77
H 0.76 1.69 1.62
H -0.32 -1.81 -1.01
*
```

These are the Löwdin partial charges, in e, on atoms 1 to 8: number 1, S, carries -0.11; number 2, O, carries -0.49; number 3, N, carries -0.11; number 4, C, carries -0.74; number 5, C, carries -0.38; number 6, C, carries -0.56; number 7, H, carries 0.00; number 8, H, carries 0.06

Winner for stability: *P*

*P*
C3H7ClOS as an isolated structure. Source: the Open Molecules 2025 dataset; level of theory: ωB97M-V/def2-TZVPD.

## Properties
orbital gap	9.09	eV
LUMO energy	0.54	eV
HOMO	-8.554	eV

The geometry in ORCA input format:
```
! wB97M-V def2-TZVPD RIJCOSX def2/J DEFGRID3
* xyz 0 1
Cl -0.10 2.11 -0.57
S -2.74 -0.12 0.61
O -0.86 -0.50 -1.50
C 0.27 0.62 0.32
C 1.75 0.13 0.14
C -0.60 -0.49 -0.19
H 0.27 0.74 1.41
H 1.96 -0.35 1.13
H 1.84 -0.63 -0.71
H -2.96 -1.43 0.94
H -0.45 -1.43 0.27
H 2.40 0.91 -0.05
H -0.80 0.45 -1.80
*
```

These are the Löwdin partial charges, in e, on atoms 1 to 8: number 1, Cl, carries 0.69; number 2, S, carries 0.43; number 3, O, carries -0.08; number 4, C, carries -0.73; number 5, C, carries -0.09; number 6, C, carries -0.50; number 7, H, carries 0.11; number 8, H, carries 0.10

*Q*
A 2-piece molecular cluster, C3H7ClOS overall. Source: the Open Molecules 2025 dataset; level of theory: ωB97M-V/def2-TZVPD.

## Properties
orbital gap	8.32	eV
LUMO energy	0.14	eV
HOMO	-8.177	eV

The geometry in ORCA input format:
```
! wB97M-V def2-TZVPD RIJCOSX def2/J DEFGRID3
* xyz 0 1
Cl -3.42 -0.76 0.38
S -2.62 0.63 -0.86
O -0.76 0.47 1.45
C 0.31 -0.37 -0.53
C 1.84 -0.24 -0.17
C -0.35 0.69 0.28
H 0.10 1.71 0.22
H -1.37 -0.35 1.49
H 0.03 0.00 -1.63
H 2.29 -1.01 -0.77
H 2.20 0.82 -0.32
H -0.11 -1.29 -0.50
H 1.87 -0.31 0.96
*
```

These are the Löwdin partial charges, in e, on atoms 1 to 8: number 1, Cl, carries -0.01; number 2, S, carries 0.08; number 3, O, carries -0.01; number 4, C, carries -0.26; number 5, C, carries -0.07; number 6, C, carries -0.42; number 7, H, carries 0.15; number 8, H, carries 0.09

Winner for stability: *P*